1.
Entry from OMol25: a molecular structure, F20NO4P3RbS2 at a distorted geometry (ωB97M-V with the def2-TZVPD basis set).

Element x y z (Å)
Rb  2.02685  2.05327  1.06957
P  -1.74525  4.23671  -3.08932
F  -1.33919  5.69122  -3.75144
F  -2.28794  3.65175  -4.53310
F  -0.25116  3.57138  -3.32962
F  -2.30942  2.84242  -2.40040
F  -1.26492  4.91607  -1.74417
F  -3.24403  4.88509  -2.94440
P  6.02346  -2.33669  3.44788
F  6.58791  -3.63194  2.62088
F  6.51155  -1.44219  2.23211
F  4.61906  -2.46317  2.86865
F  5.47894  -1.00216  4.30019
F  5.61387  -3.35974  4.68655
F  7.49391  -2.10212  4.13329
P  -3.64758  2.88269  5.12928
F  -4.76526  4.00101  5.55752
F  -2.99824  3.98802  4.11969
F  -2.61664  3.44535  6.29881
F  -2.36257  1.85715  4.73352
F  -4.29919  1.72427  6.15590
F  -4.55096  2.31206  3.94036
N  -1.71321  -4.31549  -4.06072
S  -1.34163  -3.83983  -5.34976
O  -0.79408  -4.88707  -6.19483
O  -1.00794  -2.44889  -5.50089
F  -2.86999  -3.84111  -5.84223
S  -0.08657  -4.06192  -3.47359
O  0.23553  -2.71671  -2.87718
O  0.99312  -4.68414  -4.13966
F  -0.08850  -4.92542  -2.06301

Relative energy (zero: lowest compared OMol25 entry of this formula, charge and spin) (kcal/mol): 85.54
Gap between HOMO and LUMO (eV): 7.166
Total energy (eV): -114241.07256
Lowest unoccupied orbital energy (eV): 3.4
Molecular weight (g mol⁻¹): 700.5
Net charge: -3


2.
Entry from OMol25: C6H10O2 in the gas phase at a distorted geometry (ωB97M-V with the def2-TZVPD basis set).

Element x y z (Å)
C  -0.72715  0.77948  1.26622
C  -0.59846  -0.36498  0.29045
C  -0.15734  -1.61045  1.03832
C  0.75894  -0.81522  -0.06128
O  0.80447  -1.67233  -1.24508
C  1.19890  0.51533  -0.48284
C  -0.04002  0.94691  -1.38415
O  -1.16894  -0.02346  -1.00891
H  -0.78442  1.72921  0.70155
H  0.05821  0.75431  2.02605
H  -1.73291  0.68320  1.76993
H  -0.19752  -1.21178  2.13120
H  -0.17776  -2.67757  0.88851
H  -0.24319  -1.76313  -1.51031
H  1.20663  1.24961  0.28641
H  2.13904  0.59246  -0.99514
H  0.00353  0.92046  -2.54808
H  -0.34201  1.96792  -1.16286

Relative energy (zero: lowest compared OMol25 entry of this formula, charge and spin) (kcal/mol): 122.46
Gap between HOMO and LUMO (eV): 9.819
Total energy (eV): -10473.85946
Lowest unoccupied orbital energy (eV): 0.9
Molecular weight (g mol⁻¹): 114.1
SMILES string: C[C@]12C[C@]1(O)CCO2


3.
Entry from OMol25: a molecular structure, C2H6N3S at a distorted geometry (ωB97M-V with the def2-TZVPD basis set).

Element x y z (Å)
C  1.73945  -0.80471  0.45719
C  -0.32270  -0.98929  -0.58555
N  0.74263  -1.52091  0.20373
N  -0.38679  0.43129  -0.75905
N  -1.06473  1.27499  0.27823
S  1.73966  0.89753  -0.16946
H  2.64697  -1.15500  0.85509
H  -0.16309  -1.22958  -1.80355
H  -1.32832  -1.45444  -0.22381
H  -0.69356  2.19004  0.10678
H  -0.85114  1.15756  1.25354
H  -2.05838  1.20253  0.38684

Relative energy (zero: lowest compared OMol25 entry of this formula, charge and spin) (kcal/mol): 105.17
Gap between HOMO and LUMO (eV): 7.947
Total energy (eV): -17465.57728
Lowest unoccupied orbital energy (eV): -6.3
Molecular weight (g mol⁻¹): 104.2
Net charge: +1


4.
Entry from OMol25: C4H5N3O2 in the gas phase at a distorted geometry (ωB97M-V with the def2-TZVPD basis set).

Element x y z (Å)
N  -1.66357  -1.49841  -0.12191
C  -0.67673  -0.52846  -0.02442
C  -1.37468  0.76173  0.08962
C  -0.56606  1.75570  -0.07485
O  0.65446  1.63946  -0.02519
C  1.46048  0.40784  -0.09538
N  2.73699  0.43828  -0.12775
O  3.37247  -0.72990  0.18131
N  0.56766  -0.71748  -0.43459
H  -1.29842  -2.44138  0.12576
H  -2.66895  -1.22927  0.58255
H  -2.43911  0.80137  0.34770
H  -0.83162  2.74156  -0.33924
H  2.72707  -1.40105  -0.08361

Relative energy (zero: lowest compared OMol25 entry of this formula, charge and spin) (kcal/mol): 146.93
Gap between HOMO and LUMO (eV): 9.019
Total energy (eV): -12789.50282
Lowest unoccupied orbital energy (eV): 0.4
Molecular weight (g mol⁻¹): 127.1
SMILES string: Nc1cco/c(=N/O)n1


5.
Entry from OMol25: 10 unconnected molecules or ions with the total composition C5H29N2O10 at a distorted geometry (ωB97M-V with the def2-TZVPD basis set).

Element x y z (Å)
C  -0.69426  -1.04533  -0.08348
O  0.01214  0.09307  -0.49451
C  -2.10241  -0.74319  0.55080
C  -2.89743  0.35565  -0.18888
C  -2.88713  -0.02288  -1.63467
C  -3.80945  -0.91055  -2.20029
N  -1.83233  0.31610  -2.39556
N  -2.05396  -0.61407  2.01283
H  -0.08038  -1.59486  0.67011
H  -1.07131  -1.60700  -0.97519
H  -2.57896  -1.72885  0.38053
H  -3.85921  0.37827  0.33867
H  -2.46979  1.35853  0.00262
H  -3.51754  -1.39268  -3.08863
H  -4.80974  -1.03535  -1.84258
H  4.27265  1.29313  -0.72467
H  -1.93207  0.05499  -3.36292
H  -1.12271  -0.64181  2.42193
H  -2.37060  0.30700  2.25519
H  0.92673  -0.47480  -1.34476
H  2.08432  0.08524  -2.43657
O  1.61073  -0.69534  -2.15336
H  -0.94821  0.40187  -1.80750
H  4.20328  2.19891  0.48754
O  4.10841  2.20716  -0.46861
H  -2.91503  3.89622  -2.49818
H  -2.05356  2.87602  -1.78024
O  -2.95642  3.21714  -1.82133
H  1.01365  -3.94429  2.46412
H  1.62923  -3.20802  1.28802
O  1.22930  -3.04874  2.16684
H  0.14061  2.57296  -0.36210
H  -0.78025  1.49269  -0.31643
O  -0.77368  2.49176  -0.06046
H  2.24150  -1.72770  -0.98707
H  3.24446  -1.69483  0.17450
O  2.43740  -2.16196  -0.10132
H  1.09898  -1.45096  2.76950
H  1.12485  0.00933  2.32392
O  0.96397  -0.54212  3.09827
H  3.56876  0.16540  2.05345
H  3.05330  -1.19583  1.99676
O  3.91032  -0.72952  1.89971
H  1.26100  0.61958  1.04620
H  1.69946  1.50992  0.11613
O  1.88936  1.36888  1.05860

Relative energy (zero: lowest compared OMol25 entry of this formula, charge and spin) (kcal/mol): 21.32
Gap between HOMO and LUMO (spin up / spin down) (eV): 8.902 / 5.448
Total energy (eV): -29107.41289
Lowest unoccupied orbital energy (spin up / spin down) (eV): -0.2 / -3.7
2S+1: 2
Molecular weight (g mol⁻¹): 277.3


6.
Entry from OMol25: a gas-phase ion, C5H8N3O3 (charge +1) at a distorted geometry (ωB97M-V with the def2-TZVPD basis set).

Element x y z (Å)
C  0.89663  -1.44001  0.38423
C  0.33384  0.20187  -1.31201
C  -1.20582  1.63556  -0.04378
C  0.59001  -0.57202  1.51409
C  -1.58334  2.32544  -1.31414
N  -0.50834  0.47868  -0.36221
N  1.07141  -1.03062  -0.84589
N  0.97641  -2.74740  0.66414
O  0.53381  0.68862  -2.37266
O  -1.31662  1.94140  1.08282
O  -0.06922  -1.11005  2.45202
H  0.92075  0.43760  1.65308
H  -1.61021  1.67670  -2.11207
H  -0.78261  2.97468  -1.54021
H  -2.33884  3.03359  -1.21942
H  1.52841  -1.55431  -1.59867
H  1.09573  -2.90757  1.70381
H  1.37850  -3.41575  -0.07132
H  0.08952  -0.61640  3.33819

Relative energy (zero: lowest compared OMol25 entry of this formula, charge and spin) (kcal/mol): 68.05
Gap between HOMO and LUMO (spin up / spin down) (eV): 7.209 / 7.299
Total energy (eV): -15918.08281
Lowest unoccupied orbital energy (spin up / spin down) (eV): -6.5 / -6.4
Molecular weight (g mol⁻¹): 158.1
Net charge: +1